{"formula": "C4H10N2O2", "method": "ωB97M-V/def2-TZVPD", "orbital_gap_ha": [0.2801, 0.2961], "multiplicity": 3, "relative_energy_kcal_mol": 139.7, "homo_energy_ev": [-6.7635, -9.8380], "s2": 2.006, "species": ["H", "C", "N", "H", "H", "C", "C", "H", "H", "H", "O", "H", "N", "H", "C", "H", "O", "H"], "coordinates": [[1.495, -1.114, 0.851], [-0.765, -0.249, 0.125], [3.555, 0.604, -0.277], [-0.372, -1.375, -1.790], [0.902, -0.011, -1.397], [-0.888, -1.372, 0.821], [-0.251, -0.372, -1.354], [3.483, 1.560, -0.405], [0.029, 1.726, 0.032], [-0.953, 0.205, -1.979], [2.404, -1.068, 0.747], [-1.408, -1.222, 1.815], [2.482, 0.207, 0.263], [-1.655, 1.724, 0.954], [-0.678, 1.165, 0.635], [-0.976, -2.297, 0.395], [4.664, 0.097, -0.345], [-0.192, 0.890, 1.498]], "atomic_forces_ev_per_a": [[-3.3172, -0.4861, 0.6627], [1.6801, -0.3195, -3.4595], [3.1020, 2.3319, -3.3752], [0.4615, 0.0453, 0.5599], [-2.9725, -0.6811, -0.2118], [-2.3230, 2.9488, 2.8632], [0.7511, 0.4620, 0.4669], [0.0534, 2.4828, -0.4446], [-0.4277, 0.3252, -0.0822], [0.7407, 0.4628, 0.0889], [4.2582, 0.9107, -1.3219], [1.0713, -0.5688, -0.7110], [-7.7960, -2.6657, 4.2440], [1.7415, -1.0914, -1.0547], [-2.2932, 0.0645, -0.1170], [0.2194, -2.2507, -1.1071], [3.7940, -2.5908, 0.3569], [1.2564, 0.6199, 2.6425]], "lowdin_charge": [0.013, -0.420, -0.242, 0.065, 0.104, 0.000, -0.081, 0.121, 0.066, 0.070, 0.062, 0.094, -0.025, 0.124, -0.074, 0.031, 0.062, 0.031]}

{"formula": "C5H10O2", "method": "ωB97M-V/def2-TZVPD", "orbital_gap_ha": 0.4027, "multiplicity": 1, "relative_energy_kcal_mol": 64.1, "smiles": "COCC[C@@H]1CO1", "homo_energy_ev": -9.9381, "species": ["H", "H", "H", "H", "H", "H", "O", "C", "C", "H", "H", "O", "C", "H", "C", "C", "H"], "coordinates": [[-1.812, -2.547, -0.079], [-0.359, -3.264, 0.795], [1.493, 1.977, -1.597], [2.869, 1.389, -0.621], [-1.953, 0.117, -0.138], [-0.598, 2.226, -0.466], [-1.197, -1.515, 1.681], [-0.348, -1.054, 0.635], [-0.288, 1.436, 0.238], [-0.673, 1.693, 1.229], [1.669, 0.234, -1.248], [1.117, 1.431, 0.375], [-0.859, 0.088, -0.210], [-0.610, -0.095, -1.264], [1.807, 1.245, -0.835], [-0.959, -2.380, 0.580], [0.701, -0.982, 0.925]], "atomic_forces_ev_per_a": [[0.1051, 0.0577, 0.1167], [-0.1028, 0.1463, 0.0050], [0.0298, -0.0972, 0.1189], [-0.1427, -0.0090, -0.0603], [0.1486, -0.0032, -0.0332], [0.0517, -0.1210, 0.1066], [-0.1061, 0.0415, 0.2129], [0.1808, 0.1309, -0.1606], [-0.2433, 0.0341, 0.0526], [0.0255, -0.0336, -0.1194], [0.0194, 0.1603, 0.0676], [0.0354, 0.0253, 0.0158], [0.0203, -0.0309, -0.0349], [-0.0167, 0.0110, 0.1439], [0.1582, -0.0232, -0.1872], [0.0054, -0.2371, -0.1908], [-0.1686, -0.0518, -0.0535]], "lowdin_charge": [0.115, 0.110, 0.093, 0.091, 0.130, 0.122, -0.038, -0.305, -0.226, 0.131, 0.084, -0.198, -0.130, 0.115, -0.118, -0.122, 0.146]}

{"formula": "CH12O4", "method": "ωB97M-V/def2-TZVPD", "orbital_gap_ha": 0.4221, "multiplicity": 1, "relative_energy_kcal_mol": 11.3, "smiles": "C.O.O.O.O", "homo_energy_ev": -10.9120, "species": ["H", "O", "H", "C", "H", "H", "H", "H", "H", "H", "H", "O", "H", "H", "O", "O", "H"], "coordinates": [[-0.832, -1.679, -0.339], [-0.057, 0.827, -1.612], [-2.545, -1.143, -0.599], [-1.815, -1.535, 0.098], [0.272, 2.060, 0.930], [2.676, -0.359, -0.968], [1.271, -1.107, 1.021], [-0.476, 1.121, -0.785], [1.119, -0.401, -1.135], [-1.630, -0.830, 0.902], [0.899, -0.655, 2.385], [1.890, -0.875, -0.769], [-2.051, -2.508, 0.521], [-0.924, 1.367, 1.298], [0.719, -0.434, 1.461], [-0.679, 2.122, 0.734], [-0.663, 0.825, -2.359]], "atomic_forces_ev_per_a": [[-0.0571, 0.1737, -0.5179], [0.4842, -0.3001, -0.3393], [-0.0697, -0.2283, -0.1094], [0.7341, -0.1548, 0.4099], [-0.0349, 0.4818, -0.4079], [-0.2331, 0.0524, -0.0856], [-0.1916, 0.6583, -0.6863], [-0.3554, 0.3388, -0.3042], [0.2525, 0.2740, -0.1084], [-0.2965, 0.0038, 0.1115], [-0.3396, 0.3454, 0.0826], [0.3485, -0.6156, -0.2361], [-0.5564, 0.0734, -0.0007], [-0.5304, 0.2007, -0.2222], [0.4475, -0.5654, 1.2178], [0.5770, -0.8383, 0.7774], [-0.1792, 0.1002, 0.4189]], "lowdin_charge": [0.004, -0.062, 0.023, -0.041, 0.057, 0.051, 0.031, 0.005, -0.006, -0.007, 0.054, -0.085, 0.022, 0.036, -0.088, -0.059, 0.064]}

{"formula": "C10H7N3O3PdS2", "method": "ωB97M-V/def2-TZVPD", "orbital_gap_ha": [0.1732, 0.1739], "multiplicity": 1, "relative_energy_kcal_mol": 28.7, "homo_energy_ev": [-7.9495, -7.9504], "species": ["N", "H", "C", "C", "S", "H", "S", "O", "N", "H", "O", "H", "C", "C", "H", "H", "C", "C", "C", "C", "C", "Pd", "O", "H", "C", "N"], "coordinates": [[-3.414, 0.883, -0.002], [2.616, -2.229, -0.003], [1.461, 0.977, -0.001], [-4.481, 0.403, -0.004], [-1.448, 3.511, 0.011], [0.864, -3.144, -0.001], [-5.935, -0.291, -0.006], [-2.834, 4.300, 0.017], [0.080, -2.519, -0.001], [-1.550, -3.927, -0.001], [-3.963, 3.731, 0.009], [2.735, 2.685, -0.001], [-1.961, -1.752, 0.000], [1.415, -0.432, -0.001], [4.759, -1.100, -0.004], [-3.026, -1.611, 0.000], [2.723, 1.603, -0.001], [0.159, -1.171, -0.001], [3.887, 0.877, -0.002], [-1.245, -2.897, -0.001], [3.848, -0.519, -0.003], [-1.493, 1.283, -0.001], [0.416, 1.781, 0.000], [4.839, 1.393, -0.003], [2.626, -1.146, -0.002], [-1.079, -0.689, -0.001]], "atomic_forces_ev_per_a": [[-0.0027, 0.0293, 0.0009], [-0.0023, -0.0002, -0.0001], [-0.0071, 0.0020, -0.0007], [-0.0004, -0.0055, -0.0003], [0.0212, 0.0368, -0.0007], [0.0021, 0.0024, -0.0001], [-0.0003, -0.0004, 0.0002], [-0.0603, 0.0284, -0.0023], [-0.0015, -0.0016, -0.0017], [0.0003, 0.0000, 0.0003], [0.0208, 0.0027, 0.0012], [0.0016, 0.0000, 0.0000], [-0.0060, -0.0019, -0.0031], [0.0036, 0.0068, 0.0003], [0.0005, 0.0011, 0.0001], [0.0021, 0.0009, -0.0006], [0.0005, 0.0000, 0.0007], [-0.0016, -0.0135, -0.0001], [-0.0025, 0.0012, 0.0001], [-0.0028, 0.0014, 0.0035], [0.0008, -0.0018, 0.0002], [0.0134, -0.0979, 0.0047], [-0.0066, -0.0199, 0.0004], [0.0001, 0.0000, -0.0001], [0.0018, -0.0019, -0.0004], [0.0253, 0.0314, -0.0021]], "lowdin_charge": [-0.125, 0.100, -0.331, -0.985, 0.938, 0.146, 0.523, -0.555, 0.115, 0.118, -0.052, 0.118, -0.093, -0.085, 0.101, 0.080, -0.012, -0.245, -0.077, -0.057, -0.094, 0.804, -0.360, 0.107, -0.045, -0.035]}

{"formula": "C5H10N4", "method": "ωB97M-V/def2-TZVPD", "orbital_gap_ha": 0.3225, "multiplicity": 1, "relative_energy_kcal_mol": 102.6, "total_charge": 2, "homo_energy_ev": -19.3102, "species": ["H", "N", "H", "C", "H", "H", "N", "C", "H", "C", "C", "N", "H", "H", "H", "H", "N", "H", "C"], "coordinates": [[2.635, -0.839, 0.535], [-2.762, -0.659, 0.574], [2.437, -0.081, -0.853], [2.273, 0.117, 0.164], [1.221, 2.284, 0.461], [-0.420, -2.679, -1.356], [0.911, 0.366, 0.558], [-0.502, -0.882, -0.174], [-2.628, -1.554, 1.002], [0.026, -1.947, -0.700], [-0.628, 1.930, -0.504], [-1.646, 1.146, -0.313], [0.640, 0.187, 1.478], [0.951, -2.444, -0.715], [-3.595, -0.125, 0.403], [-0.863, 2.789, -0.966], [0.627, 1.609, -0.024], [2.996, 0.889, 0.322], [-1.675, -0.107, 0.107]], "atomic_forces_ev_per_a": [[-0.0072, 0.1836, 1.0019], [1.6565, 0.5176, -0.5378], [-0.9517, 0.1453, -1.9759], [1.4595, -2.6794, 0.5430], [-0.3246, 0.6640, -0.8428], [-1.9220, 0.0232, 0.0203], [-1.9373, -1.5715, -4.1472], [3.3488, -0.2225, 0.6427], [-1.0105, -0.6081, 0.1822], [-1.1094, -0.0910, -0.3775], [0.7506, -4.6252, 3.1046], [-0.4950, 0.3763, -0.1033], [0.0075, 0.5496, 2.4479], [2.3073, 0.7550, 0.6615], [-0.9731, -0.1277, 0.6255], [0.1579, 3.3957, -1.6966], [-1.2392, 1.7270, 0.6760], [0.0350, 0.8041, 1.0411], [0.2469, 0.7838, -1.2655]], "lowdin_charge": [0.122, 0.323, 0.102, -0.011, 0.193, 0.136, -0.003, 0.094, 0.163, 0.198, 0.027, 0.193, 0.159, 0.106, 0.172, 0.131, 0.095, 0.118, -0.319]}

{"formula": "C5H10OS", "method": "ωB97M-V/def2-TZVPD", "orbital_gap_ha": 0.3502, "multiplicity": 1, "relative_energy_kcal_mol": 88.6, "homo_energy_ev": -8.7428, "species": ["H", "H", "O", "H", "C", "H", "H", "H", "C", "H", "S", "C", "C", "H", "H", "C", "H"], "coordinates": [[-2.482, -0.100, 0.745], [3.855, 0.089, 0.232], [1.269, 1.214, -0.651], [-1.644, -1.475, -1.234], [1.477, 0.375, 0.457], [1.496, 0.859, 1.495], [-0.539, -2.188, 0.149], [-1.331, -0.335, 1.963], [-0.512, -0.075, -0.069], [-1.393, 1.371, 1.275], [2.869, -0.888, 0.338], [-0.031, 1.108, -0.969], [-0.798, -1.418, -0.609], [-0.541, 2.085, -0.798], [-0.134, 0.835, -2.089], [-1.560, 0.293, 1.018], [-0.001, -1.750, -1.252]], "atomic_forces_ev_per_a": [[-2.0884, 0.2336, -0.7419], [-0.7500, -0.8281, 0.1270], [3.5286, 0.4822, 0.8600], [-1.6066, -0.3536, -0.0334], [-2.9112, -1.3572, 0.4562], [0.0374, -0.3627, -1.6447], [-1.6228, 0.3202, 0.0968], [-0.0928, 1.0522, -1.2920], [1.7767, 1.8201, 2.1526], [-1.0490, -0.9754, -0.1384], [-0.5929, 1.9254, -0.2512], [-2.6006, -1.0025, -2.0632], [3.2948, -1.0300, 0.2732], [-0.0987, -0.7400, -0.0178], [0.0095, 0.5215, 1.4222], [4.1370, -0.1262, 1.7933], [0.6289, 0.4203, -0.9990]], "lowdin_charge": [0.042, -0.125, -0.189, 0.077, -0.483, 0.094, 0.107, 0.109, -0.307, 0.091, 0.642, -0.244, -0.091, 0.123, 0.143, -0.060, 0.069]}